17
Properties=species:S:1:pos:R:3:nbo_charge:R:1 method="wB97M-V/def2-TZVPD" e_homo_ev="-14.24 / -14.22" energy_ev=-26959.3289 spin_multiplicity=2 homo_lumo_gap_ev="4.2 / 4.1" fmax_ev_per_a=3.6 charge=+2 s_squared=0.75
O 1.32 -5.23 -5.09 -0.29
C 1.28 -4.28 -4.45 1.12
O 1.25 -3.32 -3.79 -0.80
O 0.37 -0.38 -1.47 -0.88
Mg 1.22 -1.77 -2.54 1.93
O 2.85 1.70 2.14 -0.78
C 1.95 2.08 1.36 0.94
O 2.15 2.83 0.37 -0.81
O 0.69 1.71 1.68 -0.52
C -0.39 2.18 0.90 -0.09
C -0.96 1.06 -0.09 -0.63
C 0.28 0.46 -0.61 0.81
Ag 4.69 3.31 1.34 0.94
H -0.15 3.19 0.55 0.25
H -1.27 2.51 1.47 0.22
H -1.49 1.54 -0.92 0.30
H -1.56 0.27 0.38 0.30

---

17
Properties=species:S:1:pos:R:3:nbo_charge:R:1 method="wB97M-V/def2-TZVPD" e_homo_ev="-11.99 / -12.00" energy_ev=-25943.7347 spin_multiplicity=2 homo_lumo_gap_ev="6.6 / 6.6" fmax_ev_per_a=2.2 charge=+1 s_squared=0.76
O 3.60 3.90 3.77 -0.43
C 3.01 4.07 2.79 1.06
O 2.39 4.25 1.82 -0.63
O 0.24 1.30 -1.02 -0.66
Ag 0.96 3.75 -0.26 0.97
O -1.84 -3.77 -0.48 -0.79
C -1.68 -2.55 -0.71 0.94
O -2.43 -1.62 -0.35 -0.84
O -0.55 -2.24 -1.42 -0.52
C -0.39 -0.90 -1.81 -0.16
C 0.32 -0.44 0.55 -0.22
C 0.18 0.09 -0.77 0.45
Na -3.75 -3.23 0.67 0.97
H -1.29 -0.47 -2.26 0.23
H 0.34 -0.91 -2.64 0.22
H 0.44 -1.51 0.75 0.22
H 0.46 0.26 1.38 0.18

---

20
Properties=species:S:1:pos:R:3:nbo_charge:R:1 method="wB97M-V/def2-TZVPD" e_above_lowest_kj_mol=94.1 e_homo_ev="-5.13 / -9.70" energy_ev=-35413.5529 spin_multiplicity=3 homo_lumo_gap_ev="5.1 / 6.7" fmax_ev_per_a=5.6 s_squared=2.01
Au 0.93 0.74 1.15 0.47
O -2.48 -1.75 -3.42 -0.51
C -2.59 -1.33 -2.32 1.02
O -2.61 -1.10 -1.17 -0.51
C 1.79 -1.40 -0.05 0.85
O 1.74 -1.34 1.23 -0.64
O 1.42 -0.48 -0.85 -0.62
N 2.11 -5.11 -4.55 -0.32
C 2.13 -4.52 -3.49 0.39
N 2.33 -4.37 -2.16 -0.55
C 2.37 -3.34 -1.44 0.77
N 2.55 -2.43 -0.64 -0.51
N -1.19 4.31 2.80 -0.77
C -0.83 3.19 2.20 0.36
N -1.72 2.57 1.42 -0.78
S 0.81 2.61 2.54 -0.27
H -2.18 4.48 2.87 0.40
H -0.48 4.71 3.42 0.43
H -2.70 2.80 1.58 0.40
H -1.41 1.76 0.89 0.38